Entry 1:
DFT (ωB97M-V with the def2-TZVPD basis set) results for a structure of composition C42H51Cl5FeN4O2P.

Properties
**Energy above the lowest of the compared OMol25 structures with the same formula, charge and spin**: 0.0 kcal per mole
**Highest occupied orbital energy (alpha / beta)**: -9.71 / -9.72 eV
**E**: -160725.1582 eV
**Orbital gap (alpha / beta)**: 7.40 / 7.41 eV

The geometry in ORCA input format:
```
! wB97M-V def2-TZVPD RIJCOSX def2/J DEFGRID3
* xyz 1 1
Fe 0.66020 0.22374 -0.25450
C 1.42566 1.47717 -2.72778
N 2.08540 0.92658 -1.53102
C 2.89354 -0.25277 -1.91227
C 1.96864 -1.42516 -2.12025
C 2.29902 -2.50201 -2.92314
C 1.41834 -3.56962 -3.01180
C 0.22709 -3.51950 -2.30549
C -0.03933 -2.40107 -1.53746
N 0.81124 -1.37777 -1.44546
C 2.85516 1.92917 -0.76611
C 2.02809 2.60343 0.30074
C 2.39939 3.82983 0.82629
C 1.66557 4.36366 1.87219
C 0.57282 3.65994 2.35242
C 0.25696 2.44973 1.76545
N 0.96960 1.92735 0.76405
C 0.09020 2.06966 -2.39357
C -0.43197 3.15397 -3.07726
C -1.69588 3.60960 -2.74124
C -2.38288 2.97012 -1.72338
C -1.78432 1.90030 -1.08058
N -0.57423 1.44222 -1.41563
H 1.24964 0.64739 -3.41674
H 2.07044 2.19582 -3.24139
H 3.55930 -0.48752 -1.08355
H 3.48863 -0.05757 -2.80986
H 3.23674 -2.50427 -3.46247
H 1.65940 -4.42596 -3.62722
H -0.48817 -4.32913 -2.34734
H -0.94862 -2.27913 -0.96232
H 3.30154 2.67633 -1.42887
H 3.66294 1.40173 -0.25669
H 3.25868 4.34970 0.42406
H 1.94285 5.31510 2.30554
H -0.02635 4.03518 3.16936
H -0.58175 1.85666 2.10680
H 0.14770 3.63033 -3.85650
H -2.13019 4.45514 -3.25771
H -3.36527 3.29991 -1.41525
H -2.26436 1.37028 -0.27222
Cl 2.84926 -1.56233 6.42999
C 2.66779 -1.25030 4.74841
C 1.40085 -1.18665 4.17505
Cl -0.00937 -1.42890 5.13473
C 1.27023 -0.93161 2.82107
Cl -0.26482 -0.88206 2.02705
C 2.36747 -0.73709 1.97136
O 2.21523 -0.50577 0.71327
C 3.63750 -0.80505 2.57686
Cl 5.01042 -0.54634 1.55632
C 3.78766 -1.05773 3.93270
Cl 5.36107 -1.12573 4.62001
O -2.12700 -0.71033 0.16079
P -3.53828 -1.21525 0.34168
C -4.45825 -0.92478 -1.20942
C -3.63724 -1.28203 -2.45585
C -4.25136 -0.61217 -3.69349
C -5.78943 -0.57797 -3.62873
C -6.31324 -1.71438 -2.75762
C -5.89124 -1.49757 -1.29839
C -4.43691 -0.20308 1.57522
C -3.55410 0.21592 2.76710
C -4.42924 0.83670 3.85034
C -5.34605 -0.23067 4.47125
C -5.68372 -1.34075 3.46572
C -5.79663 -0.77587 2.05230
C -3.68588 -2.97144 0.80716
C -2.79394 -3.34724 2.02003
C -1.54212 -4.09656 1.57625
C -1.90570 -5.43878 0.92776
C -3.23795 -5.35254 0.16556
C -3.45646 -3.94018 -0.36987
H -4.53359 0.17263 -1.20902
H -3.62191 -2.36494 -2.58880
H -2.60132 -0.96123 -2.32757
H -3.92715 -1.15249 -4.58536
H -3.86153 0.40511 -3.78836
H -6.21185 -0.62831 -4.63234
H -6.12805 0.37177 -3.20243
H -5.92088 -2.66633 -3.12705
H -7.39981 -1.78625 -2.81524
H -5.98324 -2.43676 -0.74757
H -6.58425 -0.79634 -0.82798
H -4.64071 0.71552 1.00905
H -2.78849 0.91256 2.42044
H -3.02026 -0.63517 3.19277
H -5.02800 1.63835 3.40659
H -3.81265 1.30146 4.62074
H -6.26640 0.23838 4.82417
H -4.86548 -0.66867 5.34803
H -6.61363 -1.83570 3.74820
H -4.90895 -2.11307 3.48351
H -6.54036 0.02528 2.04797
H -6.17789 -1.53297 1.36848
H -4.73164 -3.08226 1.10972
H -3.37144 -3.98108 2.69808
H -2.50854 -2.46819 2.59449
H -0.87992 -4.25021 2.42974
H -0.98560 -3.46812 0.87807
H -1.97281 -6.21512 1.69213
H -1.10594 -5.74450 0.24855
H -4.07081 -5.60817 0.82691
H -3.26182 -6.07692 -0.64964
H -4.30556 -3.90824 -1.05460
H -2.57711 -3.64664 -0.95344
*
```

Löwdin population analysis, charges in e, atoms 1 to 99:
1. Fe 0.480
2. C -0.081
3. N -0.195
4. C -0.094
5. C -0.227
6. C 0.006
7. C -0.032
8. C -0.028
9. C -0.086
10. N 0.065
11. C -0.071
12. C -0.208
13. C 0.005
14. C -0.032
15. C -0.028
16. C -0.089
17. N 0.047
18. C -0.228
19. C 0.001
20. C -0.037
21. C -0.033
22. C -0.094
23. N 0.072
24. H 0.142
25. H 0.138
26. H 0.106
27. H 0.143
28. H 0.124
29. H 0.118
30. H 0.110
31. H 0.069
32. H 0.138
33. H 0.113
34. H 0.125
35. H 0.119
36. H 0.115
37. H 0.089
38. H 0.122
39. H 0.118
40. H 0.113
41. H 0.087
42. Cl 0.682
43. C -0.718
44. C -0.693
45. Cl 0.694
46. C -0.536
47. Cl 0.887
48. C -0.456
49. O -0.188
50. C -0.590
51. Cl 0.720
52. C -0.698
53. Cl 0.700
54. O -0.449
55. P 0.809
56. C -0.342
57. C -0.199
58. C -0.180
59. C -0.192
60. C -0.191
61. C -0.185
62. C -0.332
63. C -0.211
64. C -0.185
65. C -0.181
66. C -0.187
67. C -0.181
68. C -0.327
69. C -0.186
70. C -0.201
71. C -0.179
72. C -0.180
73. C -0.190
74. H 0.116
75. H 0.101
76. H 0.092
77. H 0.112
78. H 0.103
79. H 0.110
80. H 0.112
81. H 0.115
82. H 0.115
83. H 0.095
84. H 0.114
85. H 0.117
86. H 0.087
87. H 0.083
88. H 0.115
89. H 0.111
90. H 0.110
91. H 0.111
92. H 0.116
93. H 0.099
94. H 0.123
95. H 0.081
96. H 0.109
97. H 0.123
98. H 0.059
99. H 0.117

***

Entry 2:
DFT (ωB97M-V with the def2-TZVPD basis set) results for a structure of composition C3H14NOPtS at a distorted geometry.

Properties
**Energy above the lowest of the compared OMol25 structures with the same formula, charge and spin**: 0.0 kcal per mole
**Highest occupied orbital energy (alpha / beta)**: 0.07 / -5.56 eV
**Expectation value of S²**: 2.0037
**E**: -20953.7450 eV
**Orbital gap (alpha / beta)**: 2.75 / 8.40 eV

The geometry in ORCA input format:
```
! wB97M-V def2-TZVPD RIJCOSX def2/J DEFGRID3
* xyz -1 3
C -0.95893 1.53426 0.36783
Pt 0.23349 -0.07298 0.11891
N 1.16560 -1.75783 -0.65681
H 0.61586 0.58376 -1.30545
H 2.12160 -1.47459 -0.85960
H -1.23145 -0.46333 -0.45523
H -1.13033 1.96760 -0.61883
H -0.37023 2.26907 0.92911
H -1.90099 1.30030 0.87987
H 1.18226 -2.60047 -0.08302
H 0.71960 -1.99320 -1.54681
C 0.53228 -2.16518 3.42351
S -0.17139 -0.68575 2.66879
C -1.87402 -1.14174 2.40275
O -0.08904 0.41774 3.64122
H 0.07574 -3.07831 3.02722
H 0.36771 -2.14150 4.51811
H 1.60769 -2.19001 3.20470
H -2.47556 -0.51550 3.06753
H -2.15600 -0.90236 1.36688
H -2.00322 -2.20697 2.63632
*
```

Löwdin charges, unit e, in atom order:
1. C -0.490
2. Pt 0.194
3. N -0.187
4. H -0.051
5. H -0.025
6. H -0.048
7. H -0.046
8. H -0.028
9. H -0.035
10. H -0.027
11. H -0.014
12. C -0.279
13. S 0.630
14. C -0.298
15. O -0.523
16. H 0.035
17. H 0.058
18. H 0.039
19. H 0.056
20. H -0.008
21. H 0.047

***

Entry 3:
DFT (ωB97M-V with the def2-TZVPD basis set) results for a structure of composition C22H42NP3SeZr at a distorted geometry.

Properties
**Energy above the lowest of the compared OMol25 structures with the same formula, charge and spin**: 0.0 kcal per mole
**Highest occupied orbital energy (alpha / beta)**: -18.67 / -18.67 eV
**E**: -119435.9164 eV
**Orbital gap (alpha / beta)**: 3.81 / 3.81 eV

The geometry in ORCA input format:
```
! wB97M-V def2-TZVPD RIJCOSX def2/J DEFGRID3
* xyz 4 1
Zr -0.29033 -0.32216 0.51822
P -1.60564 -2.41505 1.09950
P 1.68250 -0.47750 2.39016
P 1.37713 -1.52260 -1.16266
H -3.10614 1.62088 -2.07333
C -2.52312 0.73385 -2.37337
C -1.86529 -0.05083 -1.47955
H -1.88320 0.38977 -0.43246
C -3.15697 -2.11312 2.06746
C -0.78763 -3.71388 2.13239
C -2.30556 -3.39942 -0.30400
C 2.96367 0.84324 2.34306
C 0.89301 -0.18365 4.02842
C 2.62127 -2.05627 2.59660
C 0.93659 -1.37478 -2.93052
C 1.59286 -3.32361 -0.99460
C 3.09615 -0.95236 -1.29065
H -2.61150 0.51082 -3.46405
H -1.64681 -1.13613 -1.69375
H -3.64949 -1.21780 1.66731
H -2.93182 -1.94827 3.13112
H -3.87250 -2.95137 1.99899
H -0.38447 -3.25087 3.04161
H 0.03664 -4.19291 1.58282
H -1.48265 -4.51035 2.45113
H -2.68065 -2.70301 -1.06010
H -3.14949 -4.03568 0.00343
H -1.55027 -4.04937 -0.77289
H 3.59492 0.75952 3.24343
H 2.44862 1.81726 2.33630
H 3.56168 0.73931 1.43492
H 1.67374 -0.10152 4.79636
H 0.21850 -1.02621 4.27613
H 0.31302 0.74189 3.97650
H 3.24907 -1.96938 3.47533
H 3.24079 -2.24550 1.71652
H 1.90517 -2.87482 2.73728
H 1.73484 -1.84106 -3.50736
H 0.83892 -0.33051 -3.22055
H -0.01248 -1.87106 -3.13527
H 2.18963 -3.68907 -1.83732
H 0.63439 -3.84416 -1.00235
H 2.10926 -3.56479 -0.06361
H 3.55234 -1.45403 -2.15285
H 3.67705 -1.18295 -0.39252
H 3.13779 0.12981 -1.45213
C 0.87342 3.26680 -2.69922
C -0.30767 3.55342 -3.40413
C -0.21230 3.68328 -4.79235
C 1.02135 3.81477 -5.45365
C 2.19542 3.51883 -4.75293
C 2.09876 3.16642 -3.40785
Se 1.16612 2.78962 -0.82835
H 1.61039 1.47327 -1.37149
H -1.24805 3.66158 -2.90357
H -1.08960 3.75724 -5.45424
H 1.10326 4.13067 -6.51094
H 3.17531 3.55514 -5.26328
H 3.00784 2.81127 -2.91587
C -2.81149 3.26746 3.15344
C -2.48151 3.47337 1.82102
C -1.86862 2.46403 1.07632
N -1.52005 1.26139 1.66161
C -1.92851 1.02596 2.93794
C -2.51682 2.02781 3.71886
H -3.27290 4.04628 3.71957
H -2.69536 4.42561 1.31328
H -1.59828 2.57153 -0.00543
H -1.73706 0.03603 3.36214
H -2.74719 1.82794 4.75002
*
```

Löwdin charges, unit e, in atom order:
1. Zr 1.279
2. P 0.734
3. P 0.725
4. P 0.680
5. H 0.108
6. C 0.108
7. C -0.192
8. H -0.039
9. C -0.212
10. C -0.212
11. C -0.202
12. C -0.210
13. C -0.231
14. C -0.202
15. C -0.220
16. C -0.215
17. C -0.229
18. H 0.127
19. H 0.048
20. H 0.056
21. H 0.063
22. H 0.092
23. H 0.039
24. H 0.053
25. H 0.100
26. H 0.037
27. H 0.092
28. H 0.060
29. H 0.091
30. H 0.059
31. H 0.049
32. H 0.090
33. H 0.058
34. H 0.032
35. H 0.080
36. H 0.044
37. H 0.037
38. H 0.081
39. H 0.056
40. H 0.057
41. H 0.091
42. H 0.033
43. H 0.049
44. H 0.088
45. H 0.051
46. H 0.035
47. C -0.544
48. C -0.108
49. C -0.051
50. C -0.021
51. C -0.038
52. C -0.154
53. Se 0.919
54. H -0.183
55. H 0.091
56. H 0.130
57. H 0.142
58. H 0.140
59. H 0.097
60. C 0.047
61. C 0.016
62. C -0.124
63. N -0.150
64. C -0.145
65. C 0.026
66. H 0.143
67. H 0.150
68. H 0.066
69. H 0.090
70. H 0.138